1.
Below is a 2-piece molecular cluster, C14H15BrN2O9S overall in a non-equilibrium geometry, with properties calculated with ωB97M-V/def2-TZVPD.

**2S+1**: 1
**Gap between HOMO and LUMO**: 3.27 eV
**Total charge**: -2

Geometry (Å):
1 C 4.3126 -0.0031 1.0048
2 C 4.3898 0.6800 -0.3369
3 O 5.1640 1.5900 -0.5475
4 O 3.5679 0.1393 -1.2541
5 C 2.7978 1.0682 -2.0347
6 C 2.2794 2.2949 -1.3089
7 C 1.3347 2.0367 -0.1046
8 C -0.1053 1.8409 -0.5084
9 C -0.9728 2.9047 -0.6219
10 O -0.4890 4.1591 -0.3240
11 C -2.2549 2.6963 -1.0152
12 Br -3.4293 4.2030 -1.1604
13 C -2.7561 1.4702 -1.3097
14 C -1.9207 0.4179 -1.1725
15 C -0.6248 0.6086 -0.7739
16 C -0.0008 -0.7535 -0.6992
17 O 1.1192 -1.0689 -0.3544
18 N -0.9623 -1.7233 -1.0681
19 C -1.2066 -2.6858 0.0781
20 N -1.6667 -1.9666 1.2443
21 C -2.1540 -1.0442 -1.4141
22 O -3.1591 -1.5603 -1.8445
23 H 4.4922 -1.0674 0.8372
24 H 5.0802 0.3623 1.6769
25 H 3.3218 0.0642 1.4453
26 H 3.3401 1.3394 -2.9418
27 H 1.9276 0.5071 -2.3711
28 H 3.0665 2.9779 -0.9977
29 H 1.6858 2.8440 -2.0455
30 H 1.6499 1.1565 0.4478
31 H 1.3724 2.9329 0.5090
32 H -0.9425 4.4623 0.4701
33 H -3.7763 1.3193 -1.6286
34 H -0.2656 -3.1845 0.2850
35 H -1.9518 -3.3950 -0.2686
36 H -2.4647 -2.4688 1.6371
37 H -0.9368 -2.0544 1.9376
38 O -4.6545 -3.8584 4.4595
39 S -3.7810 -4.2285 3.3152
40 O -4.2628 -3.5520 2.0625
41 O -3.7845 -5.7033 3.1219
42 O -2.3791 -3.7577 3.5741

Here are the Mulliken charges for atoms 1 to 5, given in e: atom 1 (C): -0.98, atom 2 (C): 0.85, atom 3 (O): -0.62, atom 4 (O): -0.27, atom 5 (C): -0.74


2.
Below is C4H4O in the gas phase in a non-equilibrium geometry, with properties calculated with ωB97M-V/def2-TZVPD.

**2S+1**: 1
**Relative energy (zero: lowest compared OMol25 entry of this formula, charge and spin)**: 169.74 kJ/mol
**Gap between HOMO and LUMO**: 10.79 eV
**SMILES string**: C#CCC=O

Geometry (Å):
1 C -0.4148 -1.2851 0.4978
2 C -0.5862 0.1909 0.3187
3 O 0.4919 -1.9443 0.0469
4 C 0.5013 0.8556 -0.3530
5 C 1.3914 1.3716 -0.9651
6 H -1.4751 0.0507 -0.3883
7 H -1.2522 -1.7545 1.0535
8 H -0.8078 0.6501 1.2859
9 H 2.1515 1.8650 -1.4965

Here are the Mulliken charges for atoms 1 to 5, given in e: atom 1 (C): -0.04, atom 2 (C): -0.48, atom 3 (O): -0.45, atom 4 (C): -0.45, atom 5 (C): 0.16


3.
Below is C19H34AlN4O2P2S3 as an isolated structure in a non-equilibrium geometry, with properties calculated with ωB97M-V/def2-TZVPD.

**2S+1**: 1
**Gap between HOMO and LUMO**: 7.97 eV
**Total charge**: +1

Geometry (Å):
1 Al -0.4285 -0.1731 -0.3187
2 C -0.8901 2.1553 2.8500
3 P -1.3085 1.3506 1.2561
4 C -2.8238 0.4441 1.7524
5 C -2.0431 2.7879 0.3631
6 C -2.5262 2.3567 -1.0155
7 P -1.2657 1.2766 -1.8194
8 C -2.1028 0.9587 -3.4197
9 C -0.0340 2.5261 -2.3532
10 H -1.7447 2.6955 3.2682
11 H -0.0711 2.8675 2.7132
12 H -0.5685 1.4079 3.5813
13 H -3.5535 1.1053 2.2291
14 H -2.5737 -0.3518 2.4604
15 H -3.3006 -0.0198 0.8842
16 H -1.2717 3.5609 0.2623
17 H -2.8684 3.2338 0.9284
18 H -2.7521 3.2364 -1.6277
19 H -3.4584 1.7867 -0.9213
20 H -2.4304 1.8868 -3.8975
21 H -2.9816 0.3246 -3.2697
22 H -1.4272 0.4413 -4.1072
23 H -0.5044 3.3545 -2.8912
24 H 0.7066 2.0683 -3.0158
25 H 0.4988 2.9385 -1.4916
26 O 3.2352 0.7318 1.7117
27 C 3.0058 -0.1480 2.7413
28 C 3.9940 -0.2226 3.7242
29 C 3.8365 -1.0917 4.8021
30 C 2.6920 -1.8821 4.8931
31 C 1.7031 -1.8029 3.9054
32 C 1.8370 -0.9348 2.8070
33 C 0.7149 -0.9141 1.7917
34 O 0.9428 -0.1513 0.8375
35 N -0.3388 -1.6425 1.9725
36 N -1.1580 -1.3928 0.8792
37 C -2.3006 -1.9869 0.9063
38 S -3.4266 -1.7453 -0.4304
39 C -4.5630 -3.0621 0.0499
40 C -4.6200 -3.0758 1.5616
41 S -2.9180 -3.0623 2.1583
42 H 2.4210 0.6030 1.1442
43 H 4.8786 0.3994 3.6386
44 H 4.6040 -1.1513 5.5669
45 H 2.5603 -2.5625 5.7288
46 H 0.8157 -2.4253 3.9896
47 H -4.1991 -4.0176 -0.3445
48 H -5.5526 -2.8780 -0.3788
49 H -5.1387 -3.9671 1.9269
50 H -5.1483 -2.1974 1.9491
51 C 1.5417 0.1185 -4.9831
52 N 2.6921 -0.0766 -4.1238
53 C 2.6589 -0.1843 -2.7637
54 S 1.2905 -0.1731 -1.8090
55 N 3.8642 -0.3346 -2.1483
56 C 5.1699 -0.4677 -2.7525
57 H 1.8686 0.0233 -6.0215
58 H 1.1358 1.1197 -4.8156
59 H 0.7786 -0.6345 -4.7701
60 H 3.5903 0.1096 -4.5419
61 H 3.8026 -0.4270 -1.1401
62 H 5.1510 -1.2723 -3.4922
63 H 5.8951 -0.6989 -1.9689
64 H 5.4364 0.4747 -3.2379
65 H -1.0323 -1.2186 -1.3642

Here are the Mulliken charges for atoms 1 to 5, given in e: atom 1 (Al): -0.77, atom 2 (C): -1.37, atom 3 (P): 1.08, atom 4 (C): -1.29, atom 5 (C): -1.15


4.
Below is a 2-piece molecular cluster, C5H13N2O overall in a non-equilibrium geometry, with properties calculated with ωB97M-V/def2-TZVPD.

**2S+1**: 1
**Relative energy (zero: lowest compared OMol25 entry of this formula, charge and spin)**: 619.36 kJ/mol
**Gap between HOMO and LUMO**: 4.75 eV
**Total charge**: +1

Geometry (Å):
1 N 0.5598 -1.2668 3.2691
2 C -0.0086 -2.6359 -1.4485
3 C 0.0634 -1.0968 -1.6256
4 N -0.4840 -0.4940 -0.4701
5 C -0.9926 1.2242 1.0654
6 C -0.7689 0.8941 -0.4352
7 C 0.4795 1.7512 -1.0083
8 O 1.1299 2.4034 -0.2908
9 H -1.0571 -2.9150 -1.4540
10 H 1.1209 -1.5640 4.0638
11 H 0.5174 -2.0138 2.5883
12 H 0.2789 -2.9613 -0.4373
13 H 0.5523 -3.1101 -2.2314
14 H 1.1191 -0.7769 -1.8056
15 H -0.6505 -1.0058 -2.4806
16 H -0.3038 -1.0699 3.7582
17 H -0.1037 0.8317 1.5651
18 H -1.7526 0.5615 1.4814
19 H -1.1525 2.2886 1.1993
20 H -1.5903 1.3917 -0.9997
21 H 0.7510 1.5079 -2.0703

Here are the Mulliken charges for atoms 1 to 5, given in e: atom 1 (N): -0.65, atom 2 (C): -1.26, atom 3 (C): -0.27, atom 4 (N): 0.02, atom 5 (C): -1.40


5.
Below is C5H6S in the gas phase in a non-equilibrium geometry, with properties calculated with ωB97M-V/def2-TZVPD.

**2S+1**: 1
**Relative energy (zero: lowest compared OMol25 entry of this formula, charge and spin)**: 379.14 kJ/mol
**Gap between HOMO and LUMO**: 8.60 eV
**SMILES string**: C#CC(=S)CC

Geometry (Å):
1 C 0.2298 -0.0089 2.7433
2 C 0.3351 -0.3316 1.6023
3 C 0.6244 -1.0531 -0.0942
4 C -0.9630 0.7694 -0.8752
5 C 0.3961 -0.0529 -1.0757
6 S 1.0421 -2.6190 -0.2980
7 H 0.4272 0.2975 3.7821
8 H -1.6896 -0.0069 -0.9172
9 H -0.9992 1.4931 -1.6127
10 H -1.0206 1.3431 -0.0261
11 H 0.4626 -0.5994 -2.2078
12 H 1.1551 0.7685 -1.0208

Here are the Mulliken charges for atoms 1 to 5, given in e: atom 1 (C): 0.09, atom 2 (C): -0.62, atom 3 (C): 0.12, atom 4 (C): -1.28, atom 5 (C): -0.16


6.
Below is a 6-piece molecular cluster, C20H44O14S2 overall in a non-equilibrium geometry, with properties calculated with ωB97M-V/def2-TZVPD.

**2S+1**: 1
**Relative energy (zero: lowest compared OMol25 entry of this formula, charge and spin)**: 65.50 kJ/mol
**Gap between HOMO and LUMO**: 9.81 eV
**SMILES string**: CCOS(C)(=O)=O.CCOS(C)(=O)=O.COC(=O)OC.COC(=O)OC.C1CCOC1.C1CCOC1

Geometry (Å):
1 C -6.5865 5.5720 -3.5326
2 C -5.6487 6.2286 -2.4029
3 C -4.3647 6.4327 -3.1559
4 O -4.7739 6.9819 -4.4508
5 C -5.9830 6.2906 -4.7555
6 H -7.6496 5.7910 -3.4335
7 H -6.4196 4.5172 -3.7505
8 H -5.5549 5.4656 -1.6302
9 H -6.0056 7.1255 -1.8967
10 H -3.8559 5.4850 -3.3321
11 H -3.6833 7.0645 -2.5862
12 H -5.6955 5.5008 -5.4495
13 H -6.6936 6.9311 -5.2780
14 C 8.4505 0.2772 -2.9180
15 C 9.1147 1.2996 -3.8567
16 C 7.9519 1.9010 -4.6142
17 O 6.8226 1.3498 -4.0228
18 C 7.0837 0.0577 -3.4707
19 H 8.3863 0.8156 -1.9724
20 H 8.9860 -0.6434 -2.6859
21 H 9.7791 0.8213 -4.5764
22 H 9.6666 2.0140 -3.2458
23 H 8.1419 1.6600 -5.6601
24 H 8.0291 2.9856 -4.5385
25 H 6.9210 -0.7433 -4.1918
26 H 6.3348 -0.1600 -2.7092
27 O -10.2162 -5.4782 -5.0522
28 S -10.3415 -5.7975 -3.6615
29 O -9.5745 -5.0084 -2.6918
30 O -11.9115 -5.4952 -3.3276
31 C -12.4063 -4.2414 -3.6361
32 C -11.8778 -3.2186 -2.5546
33 C -10.5553 -7.6049 -3.3958
34 H -13.4917 -4.2724 -3.5414
35 H -12.1679 -3.8881 -4.6393
36 H -12.2986 -2.2246 -2.7059
37 H -10.7942 -3.1382 -2.4691
38 H -11.9372 -3.6309 -1.5473
39 H -11.0323 -7.6827 -2.4188
40 H -9.6065 -8.1376 -3.4605
41 H -11.1833 -7.8706 -4.2461
42 O 6.5233 -3.9486 5.5591
43 S 6.7205 -4.5165 4.2526
44 O 6.8554 -5.9669 4.1209
45 O 5.4972 -4.1036 3.2256
46 C 4.2437 -4.1560 3.8217
47 C 3.5334 -5.3478 3.1516
48 C 8.1814 -3.6505 3.4131
49 H 3.7564 -3.2271 3.5253
50 H 4.2698 -4.3096 4.9005
51 H 3.9844 -6.2743 3.5070
52 H 3.4244 -5.3850 2.0677
53 H 2.5033 -5.4790 3.4829
54 H 8.0164 -2.5740 3.4569
55 H 8.2360 -4.0696 2.4084
56 H 9.0627 -3.8372 4.0266
57 C 4.9828 2.0711 7.3531
58 O 5.6129 2.5021 6.0950
59 C 6.2326 3.6810 5.8603
60 O 7.0453 3.8809 4.9835
61 O 5.8945 4.5090 6.8722
62 C 6.4078 5.7567 6.9387
63 H 5.6430 1.4156 7.9210
64 H 4.2143 1.4095 6.9534
65 H 4.3434 2.7784 7.8812
66 H 6.9794 5.9482 7.8468
67 H 5.6745 6.5466 6.7763
68 H 7.1978 5.7624 6.1876
69 C 0.7314 1.3058 0.9130
70 O -0.5790 1.3655 0.3602
71 C -1.5163 0.5175 0.6121
72 O -1.4133 -0.3941 1.5236
73 O -2.6034 0.8169 -0.2077
74 C -3.8522 0.1107 0.0386
75 H 1.0705 0.2716 0.8534
76 H 0.9512 1.5821 1.9443
77 H 1.4578 1.8732 0.3312
78 H -4.0080 -0.7892 -0.5564
79 H -4.6564 0.8457 0.0052
80 H -3.9772 -0.2541 1.0581

Here are the Mulliken charges for atoms 1 to 5, given in e: atom 1 (C): -0.49, atom 2 (C): -0.52, atom 3 (C): -0.39, atom 4 (O): -0.40, atom 5 (C): -0.48